[1]
{
  "formula": "CH2N4OS",
  "method": "wB97M-V/def2-TZVPD",
  "elements": ["N", "N", "O", "N", "N", "C", "S", "H", "H"],
  "xyz": [[-0.052, 1.525, -0.063], [-0.277, 0.218, 0.075], [-1.590, -0.181, -0.043], [-1.523, -1.550, -0.050], [-0.350, -1.937, 0.010], [0.548, -0.848, 0.055], [2.188, -0.764, -0.026], [0.743, 1.610, -0.746], [0.313, 1.927, 0.789]],
  "charge": 0,
  "smiles": "Nn1onnc1=S"
}

[2]
{
  "formula": "C27H53N3O9P",
  "method": "wB97M-V/def2-TZVPD",
  "elements": ["O", "H", "H", "H", "C", "C", "C", "C", "C", "C", "N", "O", "C", "C", "C", "H", "H", "H", "H", "H", "H", "H", "H", "H", "H", "H", "H", "H", "H", "H", "H", "H", "H", "C", "C", "C", "C", "C", "C", "N", "O", "C", "C", "C", "H", "H", "H", "H", "H", "H", "H", "H", "H", "H", "H", "H", "H", "H", "H", "H", "H", "H", "C", "C", "C", "C", "C", "C", "N", "O", "O", "H", "H", "H", "H", "H", "C", "O", "P", "O", "O", "C", "O", "C", "H", "H", "H", "H", "H", "H", "H", "H", "H"],
  "xyz": [[-0.846, -0.225, -0.257], [-0.252, 0.138, 0.404], [-1.579, -0.663, 0.182], [-1.219, 0.457, -0.819], [2.694, 2.591, 0.927], [2.840, 1.227, 1.700], [4.213, 1.330, 2.456], [4.521, 0.323, 3.587], [3.215, 0.210, 4.467], [1.839, 0.060, 3.860], [1.675, 1.009, 2.663], [0.399, 1.005, 1.966], [0.863, 0.458, 4.960], [1.689, -1.471, 3.505], [3.110, 0.047, 0.687], [3.549, 2.705, 0.260], [2.712, 3.364, 1.695], [1.701, 2.689, 0.488], [4.193, 2.301, 2.952], [4.955, 1.311, 1.658], [5.413, 0.616, 4.141], [4.771, -0.696, 3.290], [3.234, 1.231, 4.849], [3.244, -0.519, 5.276], [1.070, 1.496, 5.221], [0.952, -0.088, 5.899], [-0.148, 0.348, 4.567], [1.988, -1.773, 2.501], [0.722, -1.958, 3.376], [2.257, -2.104, 4.186], [3.324, -0.950, 1.072], [3.904, 0.412, 0.035], [2.200, -0.066, 0.098], [0.349, 2.197, -2.312], [-1.146, 2.551, -2.581], [-1.598, 1.550, -3.711], [-3.087, 1.314, -3.975], [-3.888, 1.269, -2.676], [-3.462, 2.292, -1.547], [-1.984, 2.271, -1.356], [-1.444, 2.674, -0.061], [-4.194, 1.749, -0.237], [-4.071, 3.695, -1.879], [-1.169, 3.994, -3.203], [0.857, 3.046, -1.854], [0.902, 2.046, -3.239], [0.457, 1.317, -1.677], [-1.245, 0.529, -3.567], [-1.137, 1.971, -4.604], [-3.247, 0.527, -4.711], [-3.485, 2.188, -4.492], [-3.743, 0.249, -2.317], [-4.872, 1.310, -3.142], [-3.888, 0.761, 0.106], [-5.246, 1.537, -0.425], [-4.030, 2.457, 0.576], [-5.153, 3.697, -1.746], [-3.987, 4.018, -2.917], [-3.758, 4.503, -1.219], [-0.229, 4.222, -3.704], [-1.371, 4.737, -2.431], [-2.022, 3.862, -3.869], [4.887, -1.812, -3.721], [3.685, -1.187, -4.044], [2.576, -1.343, -3.219], [2.604, -2.303, -2.248], [3.863, -2.846, -1.871], [5.008, -2.658, -2.653], [1.404, -2.542, -1.445], [0.353, -2.172, -1.988], [1.437, -3.099, -0.366], [5.745, -1.705, -4.369], [3.551, -0.520, -4.883], [1.700, -0.732, -3.379], [3.912, -3.560, -1.062], [5.972, -3.139, -2.569], [-5.012, -3.273, -0.329], [-4.663, -3.353, 1.092], [-3.118, -3.007, 1.523], [-2.458, -1.872, 0.826], [-3.421, -2.644, 3.045], [-2.525, -1.850, 3.761], [-2.382, -4.437, 1.400], [-1.092, -4.622, 1.003], [-4.267, -3.712, -0.993], [-5.158, -2.240, -0.643], [-5.941, -3.799, -0.547], [-3.073, -1.510, 4.640], [-2.247, -1.034, 3.095], [-1.593, -2.298, 4.106], [-0.399, -3.866, 1.373], [-0.897, -4.651, -0.069], [-0.766, -5.559, 1.455]],
  "charge": -1
}

[3]
{
  "formula": "C6H12ClNOSi",
  "method": "wB97M-V/def2-TZVPD",
  "elements": ["C", "Si", "C", "C", "O", "H", "H", "H", "H", "H", "H", "H", "H", "H", "H", "N", "C", "C", "C", "Cl", "H", "H"],
  "xyz": [[-1.107, -1.812, -0.508], [-1.472, -0.066, 0.154], [-1.638, 1.264, -1.463], [-3.079, -0.092, 1.168], [-0.114, 0.299, 1.056], [-1.850, -2.051, -1.248], [-0.115, -1.716, -1.044], [-0.892, -2.576, 0.357], [-2.320, 0.916, -2.266], [-2.062, 2.244, -1.106], [-0.728, 1.439, -2.012], [-3.836, -0.557, 0.457], [-2.936, -0.724, 2.043], [-3.294, 0.835, 1.697], [-0.070, 0.889, 1.842], [2.505, -1.881, -0.745], [2.916, -1.041, -0.065], [3.767, -0.041, 0.456], [3.876, 1.175, 0.008], [4.895, 2.448, 0.719], [4.092, -0.284, 1.464], [3.463, 1.330, -0.965]],
  "charge": 0,
  "smiles": "C[Si](C)(C)O.N#C/C=C/Cl"
}

[4]
{
  "formula": "C9H17NO7",
  "method": "wB97M-V/def2-TZVPD",
  "elements": ["C", "C", "C", "O", "N", "C", "O", "C", "O", "C", "O", "C", "O", "C", "O", "C", "O", "H", "H", "H", "H", "H", "H", "H", "H", "H", "H", "H", "H", "H", "H", "H", "H", "H"],
  "xyz": [[-4.000, 0.893, -2.454], [-2.903, 1.959, -2.304], [-1.965, 1.651, -1.132], [-2.403, 1.373, -0.024], [-0.591, 1.726, -1.316], [0.411, 1.290, -0.315], [1.670, 1.476, -1.033], [0.280, 2.203, 0.964], [1.170, 2.318, 1.807], [0.275, -0.237, 0.056], [0.404, -1.030, -1.104], [1.348, -0.711, 1.071], [2.636, -0.407, 0.523], [1.194, -2.205, 1.407], [0.309, -2.339, 2.515], [2.541, -2.840, 1.779], [3.345, -1.946, 2.641], [-4.682, 0.946, -1.613], [-3.578, -0.135, -2.588], [-4.598, 1.138, -3.351], [-2.319, 1.946, -3.236], [-3.349, 2.965, -2.185], [-0.226, 1.915, -2.256], [2.339, 1.016, -0.459], [-0.695, 2.616, 1.186], [-0.697, -0.448, 0.514], [1.119, -0.636, -1.624], [1.218, -0.129, 2.018], [3.305, -0.814, 1.116], [0.779, -2.720, 0.559], [-0.591, -2.199, 2.191], [3.100, -3.147, 0.865], [2.323, -3.731, 2.358], [2.829, -1.755, 3.427]],
  "charge": 0,
  "smiles": "CCC(=O)N[C@@](O)(C=O)[C@@H](O)[C@H](O)[C@H](O)CO"
}

Calculated energy relative to the best compared isomer or geometry (same formula, charge and spin) (kcal per mole), listed in the same order as above: 40.4 56.9 0.0 0.0
Calculated gap between HOMO and LUMO (eV), listed in the same order as above: 8.7 3.7 10.0 10.1
Calculated F_max (eV/Å), listed in the same order as above: 2.38 3.54 3.43 2.72